(1)
Density functional theory data (ωB97M-V/def2-TZVPD) for a cluster of 12 separate species, C70H77FO2PS in total.

For the total energy, the calculation gives -100767.19006 eV. As for the total charge: +1. For the largest force on an atom, the calculation gives 0.74 eV Å⁻¹. As for the energy relative to the best compared isomer or geometry (same formula, charge and spin): 0.00 kJ/mol.

Positions of all 152 atoms, in Å:
C: -2.585 0.051 2.961
C: -2.866 0.131 1.461
C: -1.769 0.852 0.614
C: -0.407 1.104 1.290
P: -2.420 2.411 -0.028
S: -2.609 2.254 -2.163
O: -3.475 1.166 -2.375
O: -2.819 3.537 -2.702
F: -1.168 1.825 -2.498
H: -3.525 -0.066 3.496
H: -2.103 0.948 3.348
H: -1.975 -0.816 3.207
H: -3.833 0.620 1.321
H: -2.994 -0.870 1.053
H: -1.590 0.255 -0.286
H: -0.160 0.251 1.916
H: 0.380 1.217 0.545
H: -0.390 2.000 1.911
H: -3.744 2.649 0.338
H: -1.636 3.537 0.247
C: 0.010 -1.027 -3.147
C: -0.195 -2.390 -3.317
C: 0.896 -3.239 -3.434
C: 2.186 -2.728 -3.378
C: 2.389 -1.366 -3.209
C: 1.299 -0.515 -3.096
H: -0.842 -0.366 -3.070
H: -1.201 -2.789 -3.363
H: 0.742 -4.299 -3.573
H: 3.034 -3.393 -3.472
H: 3.395 -0.968 -3.175
H: 1.459 0.551 -2.977
C: -3.747 -5.480 1.824
C: -3.724 -4.762 0.635
C: -2.677 -3.890 0.371
C: -1.647 -3.745 1.292
C: -1.669 -4.466 2.477
C: -2.718 -5.334 2.745
H: -4.563 -6.160 2.028
H: -4.519 -4.887 -0.089
H: -2.659 -3.334 -0.560
H: -0.822 -3.073 1.081
H: -0.854 -4.349 3.179
H: -2.735 -5.894 3.671
C: -7.849 1.699 -5.286
C: -7.829 2.318 -6.528
C: -6.770 3.144 -6.877
C: -5.728 3.351 -5.985
C: -5.747 2.731 -4.743
C: -6.807 1.906 -4.393
H: -8.676 1.055 -5.016
H: -8.640 2.155 -7.226
H: -6.757 3.627 -7.846
H: -4.901 3.995 -6.257
H: -4.935 2.893 -4.048
H: -6.822 1.421 -3.425
C: 2.974 2.593 1.596
C: 2.979 1.687 0.543
C: 3.359 0.369 0.760
C: 3.751 -0.038 2.031
C: 3.750 0.871 3.081
C: 3.353 2.184 2.866
H: 2.693 3.626 1.421
H: 2.701 2.017 -0.453
H: 3.371 -0.336 -0.062
H: 4.065 -1.059 2.200
H: 4.061 0.558 4.070
H: 3.359 2.892 3.684
C: -1.138 6.218 1.351
C: -0.942 6.746 2.620
C: -2.027 6.959 3.459
C: -3.311 6.640 3.038
C: -3.514 6.110 1.772
C: -2.426 5.906 0.931
H: -0.295 6.064 0.689
H: 0.056 7.000 2.952
H: -1.873 7.379 4.444
H: -4.155 6.813 3.694
H: -4.516 5.872 1.438
H: -2.589 5.528 -0.075
C: -2.147 -9.076 -1.297
C: -2.085 -7.735 -0.944
C: -1.308 -6.859 -1.690
C: -0.604 -7.325 -2.791
C: -0.676 -8.663 -3.153
C: -1.447 -9.539 -2.403
H: -2.747 -9.762 -0.712
H: -2.629 -7.374 -0.081
H: -1.250 -5.815 -1.406
H: 0.002 -6.645 -3.375
H: -0.136 -9.020 -4.019
H: -1.501 -10.583 -2.680
C: -3.096 -7.455 -6.426
C: -2.006 -6.700 -6.018
C: -0.922 -6.529 -6.868
C: -0.929 -7.111 -8.128
C: -2.020 -7.865 -8.537
C: -3.103 -8.038 -7.686
H: -3.938 -7.593 -5.760
H: -1.999 -6.251 -5.033
H: -0.068 -5.943 -6.549
H: -0.084 -6.978 -8.792
H: -2.027 -8.319 -9.519
H: -3.952 -8.629 -8.004
C: 0.277 6.734 -1.904
C: 0.089 5.378 -2.133
C: 1.181 4.547 -2.354
C: 2.465 5.076 -2.348
C: 2.651 6.434 -2.126
C: 1.560 7.262 -1.902
H: -0.576 7.381 -1.742
H: -0.918 4.976 -2.151
H: 1.034 3.491 -2.551
H: 3.324 4.439 -2.523
H: 3.654 6.839 -2.126
H: 1.709 8.321 -1.733
C: 5.522 4.233 -0.515
C: 5.655 5.591 -0.263
C: 6.365 6.394 -1.145
C: 6.946 5.838 -2.277
C: 6.817 4.478 -2.526
C: 6.106 3.675 -1.644
H: 4.961 3.609 0.166
H: 5.199 6.026 0.618
H: 6.468 7.454 -0.950
H: 7.502 6.464 -2.962
H: 7.274 4.044 -3.407
H: 6.008 2.614 -1.836
C: 0.295 -3.423 6.698
C: 0.253 -2.761 5.480
C: 1.263 -1.879 5.130
C: 2.329 -1.665 5.989
C: 2.379 -2.330 7.206
C: 1.360 -3.205 7.562
H: -0.493 -4.113 6.972
H: -0.565 -2.915 4.787
H: 1.225 -1.360 4.179
H: 3.123 -0.986 5.707
H: 3.214 -2.166 7.875
H: 1.399 -3.720 8.513
C: 4.173 0.544 9.090
C: 4.117 1.188 7.862
C: 5.130 2.060 7.488
C: 6.201 2.286 8.341
C: 6.257 1.642 9.569
C: 5.243 0.772 9.945
H: 3.380 -0.132 9.383
H: 3.280 1.011 7.198
H: 5.086 2.567 6.531
H: 6.993 2.964 8.049
H: 7.093 1.818 10.234
H: 5.286 0.272 10.903

Force components x, y, z for each atom (eV/Å):
C -0.09 -0.04 0.01
C -0.10 0.05 0.12
C 0.01 -0.28 0.19
C -0.01 0.12 -0.16
P 0.47 -0.27 0.05
S -0.54 0.51 0.06
O -0.09 -0.59 -0.03
O 0.01 0.41 -0.12
F 0.42 -0.06 0.02
H -0.02 -0.04 0.01
H 0.01 0.01 0.03
H 0.14 0.07 -0.01
H -0.02 -0.01 -0.09
H 0.05 -0.04 0.01
H -0.04 0.00 -0.05
H 0.06 -0.04 -0.01
H -0.02 -0.02 0.00
H -0.07 -0.06 0.13
H -0.06 0.18 0.01
H -0.03 0.10 -0.01
C -0.03 -0.03 0.05
C 0.02 -0.01 0.03
C 0.01 0.02 0.02
C 0.01 -0.02 0.00
C 0.01 0.01 0.01
C -0.02 0.04 0.05
H -0.02 -0.07 -0.07
H 0.01 0.00 -0.03
H -0.01 -0.07 0.00
H 0.00 0.00 0.00
H 0.00 0.00 -0.01
H 0.00 0.01 -0.02
C 0.01 -0.01 -0.01
C -0.03 0.04 0.00
C -0.01 0.02 -0.02
C -0.06 0.10 -0.06
C 0.12 0.05 0.00
C -0.04 0.05 0.00
H 0.00 0.00 0.00
H -0.01 -0.01 0.01
H 0.02 -0.03 -0.01
H 0.03 -0.04 -0.01
H -0.01 -0.10 0.04
H 0.01 -0.02 -0.01
C 0.00 0.00 0.00
C 0.00 0.00 0.00
C 0.00 0.00 -0.01
C 0.01 0.01 0.00
C -0.04 -0.01 -0.02
C 0.01 -0.01 0.02
H 0.00 0.00 0.00
H 0.00 0.00 0.00
H 0.00 0.00 0.00
H 0.00 0.00 0.00
H 0.00 0.03 -0.01
H 0.00 0.00 0.00
C -0.08 0.04 -0.05
C 0.01 -0.02 0.00
C 0.04 0.02 0.01
C -0.04 0.00 -0.01
C -0.06 -0.06 0.02
C 0.03 0.02 0.04
H -0.01 0.00 -0.01
H 0.02 0.01 -0.01
H -0.02 -0.01 0.00
H 0.00 0.00 0.00
H 0.02 -0.01 -0.01
H 0.00 0.00 0.00
C 0.00 -0.07 0.06
C 0.01 -0.03 0.01
C 0.01 0.01 0.02
C -0.01 -0.03 0.01
C 0.01 -0.04 0.02
C -0.02 -0.08 -0.11
H 0.00 0.04 -0.03
H 0.00 0.01 0.00
H 0.00 0.00 0.00
H 0.00 0.00 0.00
H -0.01 0.04 -0.02
H -0.01 0.14 -0.04
C -0.04 0.01 -0.02
C 0.03 -0.03 0.04
C 0.01 0.01 -0.01
C -0.02 0.00 0.03
C 0.02 0.00 -0.01
C -0.01 -0.02 0.01
H 0.00 0.00 0.00
H 0.00 0.01 0.00
H 0.00 0.01 0.01
H 0.05 0.03 -0.04
H 0.00 0.01 0.00
H 0.00 0.00 0.00
C 0.00 -0.01 0.00
C 0.00 0.04 0.01
C 0.01 0.01 0.01
C 0.00 -0.01 0.00
C 0.00 0.00 0.00
C 0.00 -0.01 0.00
H 0.00 0.00 0.00
H -0.01 -0.01 0.00
H -0.01 0.01 -0.01
H 0.00 0.00 0.00
H 0.00 0.00 0.00
H 0.00 0.00 0.00
C 0.00 0.01 -0.04
C -0.06 -0.05 0.10
C 0.00 0.01 0.03
C -0.01 -0.02 0.00
C 0.06 -0.02 0.04
C -0.01 0.00 0.00
H 0.00 0.00 0.01
H 0.02 0.03 -0.08
H 0.00 0.00 -0.01
H 0.00 0.01 0.00
H -0.01 0.00 0.00
H 0.00 0.00 0.00
C 0.02 -0.02 0.00
C -0.03 0.04 -0.02
C 0.02 0.00 0.00
C -0.01 0.00 -0.01
C -0.01 0.00 -0.01
C -0.02 0.01 -0.02
H 0.05 -0.02 0.03
H 0.01 0.00 0.01
H 0.01 0.00 0.01
H 0.00 0.00 0.00
H 0.00 0.00 0.00
H 0.01 0.00 0.00
C 0.05 -0.01 -0.02
C -0.08 0.09 -0.08
C 0.05 0.06 -0.10
C 0.05 0.02 0.01
C -0.01 0.00 0.02
C 0.00 0.00 -0.01
H -0.01 0.01 0.01
H -0.08 -0.07 0.11
H 0.03 -0.01 -0.01
H 0.02 -0.01 0.04
H 0.00 -0.01 0.00
H 0.00 -0.01 0.00
C -0.02 -0.01 0.00
C -0.01 0.00 -0.04
C 0.01 -0.01 -0.01
C 0.00 0.00 0.00
C 0.01 0.00 0.00
C 0.01 0.00 -0.01
H -0.01 0.01 0.01
H -0.02 0.01 0.02
H 0.00 0.00 0.00
H 0.00 0.00 0.00
H 0.00 0.00 0.00
H 0.00 0.00 0.00

Mulliken atomic charge list, values in e, 4 entries:
1 C -1.28
2 C -0.31
3 C 1.30
4 C -1.87

***

(2)
Density functional theory data (ωB97M-V/def2-TZVPD) for a structure of composition C23H62FeN6O13V in a non-equilibrium geometry.

For the total energy, the calculation gives -120493.57823 eV. As for the total charge: -1. For the largest force on an atom, the calculation gives 3.87 eV Å⁻¹. Its expectation value of S² is 6.01. Its multiplicity is 5.

Positions of all 106 atoms, in Å:
Fe: 10.411 -7.969 -20.754
O: 6.373 -6.383 -19.544
V: 7.766 -6.059 -20.285
O: 7.621 -4.836 -21.259
C: 11.117 -3.967 -22.305
C: 11.590 -5.058 -21.299
C: 11.040 -4.697 -19.933
O: 11.430 -6.386 -21.682
H: 11.323 -4.264 -23.336
H: 11.635 -3.028 -22.089
H: 10.046 -3.758 -22.250
H: 12.695 -4.991 -21.244
H: 9.953 -4.826 -19.946
H: 11.331 -3.699 -19.614
H: 11.358 -5.520 -19.278
C: 7.617 -8.964 -18.081
C: 8.881 -8.111 -17.861
C: 9.997 -9.041 -17.313
O: 9.310 -7.373 -18.963
H: 7.767 -9.721 -18.848
H: 6.777 -8.313 -18.324
H: 7.369 -9.387 -17.101
H: 8.582 -7.467 -17.021
H: 9.835 -9.521 -16.338
H: 10.887 -8.463 -17.043
H: 10.226 -9.812 -18.049
O: 10.319 -9.772 -21.880
C: 8.971 -10.044 -22.044
C: 8.083 -8.849 -22.458
O: 8.261 -7.674 -21.696
H: 8.593 -10.424 -21.073
H: 8.776 -10.843 -22.784
H: 7.031 -9.171 -22.485
H: 8.292 -8.480 -23.472
C: 12.272 -13.254 -16.370
O: 13.123 -13.383 -15.484
N: 11.726 -12.070 -16.727
N: 11.744 -14.313 -17.049
H: 11.161 -11.990 -17.551
H: 11.766 -11.316 -16.065
H: 12.038 -15.260 -16.926
H: 10.921 -14.152 -17.603
C: 8.225 -4.105 -17.381
O: 7.835 -4.482 -18.484
N: 8.441 -5.034 -16.409
N: 8.295 -2.802 -17.004
H: 8.829 -4.714 -15.540
H: 8.291 -6.001 -16.614
H: 7.910 -2.144 -17.656
H: 8.636 -2.612 -16.085
C: 13.305 -8.510 -19.634
O: 12.087 -8.702 -19.740
N: 14.139 -9.345 -19.013
N: 13.865 -7.407 -20.169
H: 15.043 -8.929 -18.881
H: 13.912 -10.234 -18.613
H: 13.209 -6.794 -20.661
H: 14.850 -7.240 -20.227
C: 7.828 -15.189 -14.539
C: 8.844 -14.151 -15.000
C: 8.262 -12.760 -15.020
O: 10.018 -14.254 -14.199
H: 7.559 -15.098 -13.488
H: 8.239 -16.179 -14.742
H: 6.924 -15.075 -15.142
H: 9.166 -14.356 -16.030
H: 7.357 -12.621 -15.606
H: 8.972 -12.005 -15.379
H: 8.084 -12.416 -13.991
H: 10.339 -13.360 -14.037
C: 12.077 -5.951 -15.929
C: 13.267 -6.889 -15.970
C: 14.505 -6.229 -16.537
O: 13.497 -7.442 -14.682
H: 11.241 -6.444 -15.424
H: 11.724 -5.550 -16.876
H: 12.363 -5.189 -15.191
H: 13.047 -7.709 -16.659
H: 14.645 -5.166 -16.302
H: 14.591 -6.243 -17.625
H: 15.387 -6.708 -16.102
H: 13.674 -6.727 -14.061
C: 5.352 -6.698 -16.154
C: 4.712 -5.730 -15.167
C: 5.238 -5.981 -13.744
O: 5.031 -4.388 -15.516
H: 6.422 -6.869 -16.151
H: 4.991 -6.478 -17.159
H: 4.885 -7.666 -15.919
H: 3.629 -5.845 -15.192
H: 4.683 -5.408 -13.000
H: 6.272 -5.625 -13.632
H: 5.361 -7.030 -13.465
H: 5.947 -4.236 -15.264
C: 7.592 -12.877 -18.728
C: 8.235 -13.970 -19.604
C: 9.059 -13.505 -20.760
O: 8.998 -14.853 -18.748
H: 8.142 -11.955 -18.957
H: 7.843 -13.080 -17.690
H: 6.540 -12.674 -18.896
H: 7.385 -14.599 -19.908
H: 9.489 -14.343 -21.310
H: 9.824 -12.795 -20.436
H: 8.476 -12.954 -21.502
H: 8.825 -15.758 -19.010

Force components x, y, z for each atom (eV/Å):
Fe -0.28 0.30 -1.61
O 1.06 0.41 -1.40
V -0.35 -3.81 0.58
O -0.15 0.18 0.09
C 0.06 -0.56 -0.10
C 0.71 0.11 -0.80
C -0.19 -1.53 0.00
O -1.18 -0.38 0.89
H 0.17 -0.02 0.06
H 0.08 0.01 -0.03
H -0.06 -0.26 0.19
H 0.16 0.95 0.14
H 0.00 0.55 -0.05
H -0.05 0.00 0.22
H 0.22 0.52 0.44
C 0.08 0.72 0.41
C -0.03 -0.98 -0.07
C 0.43 0.61 0.40
O -0.64 0.55 -0.43
H -0.07 -0.05 0.00
H 0.06 -0.10 -0.39
H 0.04 -0.47 -0.16
H 0.23 0.17 0.13
H -0.95 -0.12 -0.19
H 0.19 0.10 -0.78
H 0.22 0.11 -0.09
O -0.46 1.16 0.57
C 0.21 0.46 0.37
C -0.19 0.84 -0.33
O 0.47 1.43 2.56
H -0.54 -0.09 -0.01
H 0.03 -0.04 -0.15
H -0.07 -0.08 0.28
H 0.29 -0.69 -0.30
C 0.75 -1.60 1.23
O -0.61 0.37 -0.69
N -0.10 0.75 -0.07
N -0.22 0.47 -0.66
H -0.17 0.19 0.08
H 0.15 0.14 -0.22
H 0.28 0.06 0.34
H -0.11 -0.35 -0.17
C -1.15 -1.68 -0.44
O 0.62 0.80 -0.34
N 0.43 1.48 0.50
N 0.24 -0.72 -0.36
H 0.06 -0.52 0.19
H 0.28 -0.15 -0.15
H 0.21 0.33 0.21
H -0.16 0.69 0.02
C -1.92 0.32 -0.92
O 0.81 -0.46 0.71
N 1.37 0.10 0.38
N -0.27 0.84 -0.10
H 0.27 -0.69 0.36
H -0.35 0.04 0.02
H 0.00 -0.26 -0.22
H 0.07 -0.11 -0.04
C 0.22 -0.02 -0.68
C -0.05 -0.08 -0.57
C 0.47 1.22 0.98
O -0.29 0.31 0.33
H 0.17 0.11 0.05
H -0.10 -0.08 0.24
H -0.03 -0.08 0.04
H -0.30 -0.35 0.02
H -0.09 -0.33 0.03
H 0.13 -0.30 -0.33
H -0.39 -0.24 -0.01
H 0.23 -0.14 -0.02
C -0.24 -0.12 1.29
C -0.28 0.16 -1.01
C 1.16 0.67 0.13
O 0.03 -0.23 -0.04
H -0.07 -0.26 -0.35
H 0.29 0.10 -0.05
H -0.10 0.54 -0.48
H -0.09 -0.33 0.44
H -0.45 0.00 0.35
H -0.29 -0.37 -0.02
H -0.01 -0.24 -0.25
H -0.02 0.05 -0.09
C -1.82 -0.98 -0.15
C 1.95 -0.17 0.48
C 0.46 0.15 0.26
O -0.62 0.44 0.02
H 0.13 0.47 0.25
H 0.42 0.18 -0.11
H 0.27 -0.13 -0.09
H 0.01 0.19 -0.13
H -0.22 -0.28 0.04
H -0.03 0.21 -0.44
H -0.67 -0.06 -0.05
H 0.06 -0.07 -0.16
C 1.83 0.71 -0.45
C -1.78 -1.10 0.67
C -0.02 0.49 -0.60
O 0.49 0.36 0.39
H -0.30 0.17 0.09
H -0.45 -0.18 0.09
H -0.06 -0.28 0.02
H 0.18 0.15 -0.58
H 0.23 -0.04 0.23
H 0.18 -0.20 -0.02
H -0.21 0.05 0.22
H 0.07 -0.05 -0.10

Mulliken atomic charge list, values in e, 4 entries:
1 Fe 0.79
2 O -0.63
3 V 0.96
4 O -0.49